ORCA calculation (the ωB97M-V functional and the def2-TZVPD basis) on a structure of composition C29H48F3NO19V2 in a non-equilibrium geometry.

Geometry as XYZ:
```
102
Properties=species:S:1:pos:R:3
H 1.760 6.718 3.145
H -3.883 -6.064 -3.769
O -0.437 3.491 -0.595
C -0.695 5.763 1.930
O 0.560 -4.404 5.014
C -2.379 -4.648 -3.089
C -4.305 -4.115 -4.630
H -5.208 -3.942 -4.035
C -0.702 -2.983 -2.577
H 0.687 0.264 2.047
H 2.107 3.860 6.740
C 0.097 -4.645 3.687
O -1.931 -1.177 -4.402
H -5.089 -1.687 -3.798
H -5.516 -1.897 -5.561
C 2.314 0.955 0.900
C -0.254 -3.490 5.605
V 0.768 -0.242 -2.211
H 1.349 4.270 -2.418
O 6.203 6.302 -0.985
V -3.159 -0.626 -2.492
C -3.658 -2.758 -5.002
H 1.573 -0.075 5.793
H -2.801 -5.431 -5.037
H 0.428 1.840 1.261
O 0.186 0.300 -0.026
C -0.248 4.253 0.296
C 3.056 5.000 -1.367
F -2.860 -1.326 1.096
N -2.529 -2.409 -4.124
H 1.594 0.768 7.281
H -0.544 -6.326 2.499
O 4.030 6.042 -1.526
O 1.757 -1.212 -1.447
H 3.366 3.487 0.212
H -1.274 -3.300 2.755
F -1.036 -1.018 2.191
C -1.279 -3.987 3.590
H -0.007 -4.721 -4.469
C 3.951 2.918 4.444
O 5.009 4.533 -0.246
C 0.139 -6.125 3.328
H -4.740 -4.530 -5.544
H -0.004 -2.168 -2.847
H 0.709 4.470 3.117
C -3.268 -2.813 -6.486
C 5.203 5.672 -0.932
H 1.111 -6.566 3.153
H -2.878 -4.384 -2.156
F -1.081 -2.366 0.484
O -1.415 -0.258 -1.305
H -0.494 6.835 1.874
H 4.083 3.055 -1.383
C 2.824 3.108 6.414
H 2.624 1.362 -0.065
H 2.118 5.596 -3.166
C 2.342 4.661 -2.646
H -0.066 -3.808 -2.252
C 1.835 6.053 2.279
H -1.747 0.864 0.332
H 1.814 6.743 1.428
C -3.342 -5.189 -4.126
C 0.836 0.832 1.136
H 3.357 2.685 7.266
H -4.327 -0.748 -5.200
H 2.741 -0.052 0.836
C -1.613 -3.443 -3.687
O -1.306 -3.233 4.804
H 2.871 1.527 1.641
C 0.661 5.099 2.228
C -0.710 -3.952 -4.818
H -4.180 -2.999 -7.066
C -1.538 -1.184 0.949
H 0.868 -4.218 3.036
O -4.075 -1.521 -1.638
H 2.865 3.995 -3.328
H -1.442 5.587 2.702
H 2.813 5.576 2.285
O 3.789 3.700 5.547
O -1.119 5.200 0.700
H -1.603 -5.394 -2.899
O -3.885 0.780 -2.731
H -0.385 -6.605 4.165
H -1.254 -4.553 -5.542
H -0.129 -3.204 -5.355
H 3.132 0.295 6.423
H -2.938 -1.817 -6.794
C 2.125 0.700 6.332
C 2.165 2.013 5.579
O -0.127 -3.077 6.707
H -1.199 -2.646 -1.669
H -2.106 -4.692 3.530
O 3.111 1.864 4.487
H 1.220 2.274 5.103
O 1.475 1.142 -2.406
H 2.343 5.407 -0.648
C 3.824 3.863 -0.697
C -4.736 -1.689 -4.824
C -1.182 -0.027 0.010
H -2.562 -3.537 -6.887
O 4.574 3.274 3.501
O 0.878 4.287 1.041
```

For the frontier orbital gap, the calculation gives 5.34 eV. As for the largest force on an atom: 4.869 eV/A. Its energy relative to the best compared isomer or geometry (same formula, charge and spin) is 0.2271 eV. The calculation puts the HOMO energy at -0.2802 Eh.

=====

ORCA calculation (the ωB97M-V functional and the def2-TZVPD basis) on a structure of composition C29H49BrIrN2SSi3 in a non-equilibrium geometry.

Geometry as XYZ:
```
86
Properties=species:S:1:pos:R:3
C 1.070 4.222 5.398
H 1.798 -2.555 -2.036
C -1.918 -0.273 -5.493
H 0.620 -3.822 -1.738
S 0.443 3.189 6.669
H -0.557 2.050 -5.345
H 2.935 2.039 -4.241
N 0.176 2.420 4.208
H -2.221 2.388 -4.939
C 1.989 1.739 -3.791
H -0.873 0.238 5.054
H 1.375 -2.909 -4.555
H -3.612 0.872 -3.732
H -2.213 -1.300 -5.297
C -3.518 0.684 3.556
H -4.100 -0.175 3.883
C 2.652 -1.452 1.380
H 1.968 5.858 6.456
C -3.027 -0.562 0.755
H 0.980 3.795 2.021
C 2.606 -0.541 4.339
H -3.268 -2.245 3.394
N -0.663 0.906 5.779
H -2.331 -1.125 0.142
C 1.741 5.425 5.494
C 0.326 -3.074 -4.325
H -3.823 -1.236 1.066
H 2.700 0.331 -6.050
C -2.215 -2.472 3.419
C -0.073 2.057 5.450
Si 0.012 -0.371 -3.383
H 1.231 2.411 -4.177
C 0.509 -3.059 3.539
H 1.000 0.741 -6.136
C 0.065 -1.816 3.118
C 2.848 -0.558 -3.522
H 3.805 -0.169 -3.869
H 3.425 0.170 4.287
H -2.225 -2.545 -3.594
Si -2.146 0.216 2.276
Si 1.603 -0.500 2.683
C 0.740 -2.748 -1.882
H -0.875 0.700 6.739
H -0.095 -4.990 4.208
Ir 0.014 1.241 2.199
H 2.162 6.011 2.179
H 1.560 -3.283 3.617
C -1.270 -1.533 3.048
H -3.008 -0.569 -2.945
H 3.556 -0.891 1.160
H 1.502 -0.944 -5.926
H -2.518 -4.464 4.104
H 0.196 -4.141 -4.153
C -1.301 1.943 -4.561
H 2.848 -0.497 -2.436
H 2.959 -2.427 1.749
C -1.565 0.482 -4.217
C -1.557 -2.718 -2.755
H 2.009 -0.285 5.208
H 2.797 -1.599 -3.826
H -2.762 0.219 -5.976
H -3.469 0.214 0.138
H 2.118 -1.599 0.448
H 2.649 6.986 4.370
H -1.935 -2.199 -1.877
C 2.121 6.050 4.316
C -0.433 -4.015 3.888
Br 0.074 0.528 -1.277
C -1.781 -3.723 3.833
C 1.717 0.085 -5.648
H -1.001 2.520 -3.689
H -0.270 -2.805 -5.194
C -2.741 0.439 -3.241
H -4.211 1.383 3.098
C 0.809 3.638 4.148
C 1.726 0.275 -4.137
C -0.115 -2.299 -3.077
H 3.049 -1.518 4.519
C 1.198 4.276 2.973
H -2.544 1.029 -2.348
H -1.098 -0.275 -6.207
H 0.417 -2.259 -0.963
H 2.079 1.891 -2.718
H -3.120 1.172 4.441
H -1.580 -3.785 -2.541
C 1.849 5.489 3.068
```

Its charge is +2. For the frontier orbital gap (spin up / spin down), the calculation gives 4.67 / 4.22 eV. As for the multiplicity: 2. As for the largest force on an atom: 4.655 eV/A. The calculation puts the HOMO energy (spin up / spin down) at -0.4975 / -0.4975 Eh.

=====

ORCA calculation (the ωB97M-V functional and the def2-TZVPD basis) on a structure of composition C29H49Cl3DyN3O3Si in a non-equilibrium geometry.

Geometry as XYZ:
```
89
Properties=species:S:1:pos:R:3
C -0.576 -4.376 -2.793
H -0.903 -2.484 5.915
C 0.120 -4.258 0.594
H 2.000 0.476 2.253
C -2.296 -5.437 1.383
H 3.133 -1.050 -3.598
H -3.213 -4.071 -0.031
H 2.394 -3.746 -2.144
C 3.258 -3.131 -1.840
N 2.963 -0.006 4.066
C -1.144 -2.735 -1.032
H 1.662 5.572 -4.475
H 3.797 -1.200 2.539
H 0.693 4.718 3.306
C 1.037 4.414 2.310
H -1.090 -6.631 2.723
C 0.114 -5.240 1.590
N 2.841 -1.750 -1.651
C -1.077 -3.166 -2.487
H 0.945 -0.848 5.674
N -0.116 4.178 1.437
H -0.458 6.096 0.630
H 2.024 5.107 -6.156
H 3.513 1.996 4.418
Cl -2.655 0.313 0.250
C -0.318 2.988 0.914
H -1.160 3.294 -3.873
Dy -0.145 0.260 -0.253
C -1.457 -2.411 3.830
Cl -0.634 3.363 -7.114
C -1.470 4.281 -4.246
H -0.617 -4.220 -4.962
C -1.484 -2.135 -3.492
C 1.437 4.843 -5.266
H -2.280 -3.121 3.924
H -0.352 6.729 -7.273
O -0.156 -1.827 -0.768
C -2.285 -4.435 0.415
C 2.331 -1.085 -2.849
H -2.517 4.215 -4.571
H -1.204 -2.429 -4.508
H 0.650 -5.270 -4.286
C 3.977 1.086 4.019
C -0.391 -4.936 -4.163
H 2.675 -0.126 5.049
H -1.030 -1.158 -3.276
C -1.018 5.285 1.121
H -1.493 5.652 2.043
C 2.738 -1.266 -0.418
H 1.971 -0.074 -2.642
H 3.238 -1.887 0.347
H 1.448 1.402 3.678
C -0.685 -2.061 4.933
H 1.755 3.850 -4.921
H -0.858 7.273 -5.659
H -1.214 2.853 0.290
C 1.721 0.401 3.310
H -3.243 -5.885 1.695
H 1.511 -1.684 -3.273
H -1.786 4.896 0.438
Cl -0.207 1.483 -2.472
H -0.269 -5.043 -1.987
H 1.616 3.490 2.381
H -1.406 4.985 -3.405
H -1.015 -5.826 -4.333
H 4.837 0.794 4.634
H 3.661 -3.507 -0.893
C 3.539 -1.297 3.600
H 4.273 1.237 2.973
C 0.614 -0.584 3.506
C -0.164 -0.934 2.431
O 2.097 -0.225 -0.100
H -1.797 -2.104 1.709
H 4.032 -3.184 -2.616
H 2.814 -2.099 3.749
H -2.005 6.410 -6.706
H 1.663 5.213 1.895
C -1.081 -3.860 0.002
H 4.444 -1.488 4.190
C -1.090 -5.851 1.959
C -1.180 -1.835 2.568
H 1.056 -5.516 2.075
Si -0.392 4.817 -5.673
H -2.113 -2.225 -0.913
C -0.953 6.460 -6.394
H 1.042 -3.756 0.298
H -2.572 -1.978 -3.495
O 0.476 2.005 1.074
C 0.355 -1.143 4.795
```

For the frontier orbital gap (spin up / spin down), the calculation gives 5.86 / 5.84 eV. As for the multiplicity: 6. As for the largest force on an atom: 3.457 eV/A. Its energy relative to the best compared isomer or geometry (same formula, charge and spin) is 0.0000 eV. The calculation puts the HOMO energy (spin up / spin down) at -0.2287 / -0.2279 Eh.

=====

Total energy (computed, eV): -130770.620, -141183.414, -111014.285